(1)
{"formula": "C20H37N7OPReSbSe4", "method": "ωB97M-V with the def2-TZVPD basis set", "de_lowest_kcal_mol": 0.0, "lumo_ha": [-0.01727, -0.04458], "charge": 0, "total_energy_ev": -313165.0035, "multiplicity": 4, "largest_force_ev_per_a": 2.72, "species": ["Re", "Se", "Sb", "Se", "Se", "Se", "C", "N", "C", "C", "C", "N", "C", "O", "N", "H", "H", "H", "H", "H", "H", "H", "N", "P", "N", "C", "C", "C", "C", "C", "N", "C", "C", "C", "C", "C", "N", "C", "C", "C", "C", "C", "H", "H", "H", "H", "H", "H", "H", "H", "H", "H", "H", "H", "H", "H", "H", "H", "H", "H", "H", "H", "H", "H", "H", "H", "H", "H", "H", "H", "H", "H"], "positions_angstrom": [[0.47389, 0.01521, -0.06755], [1.99518, -4.22458, 2.39292], [0.02108, -2.90922, 2.03522], [0.65855, -0.37201, 2.23069], [-0.21837, -2.17918, -0.48757], [-2.01176, -3.50480, 3.10486], [3.51073, 2.36049, -2.99235], [3.61255, 1.16343, -2.13595], [4.74720, 0.41815, -2.03578], [4.81273, -0.65799, -1.24520], [3.64830, -1.02899, -0.48354], [2.53956, -0.28741, -0.59237], [2.52483, 0.78333, -1.40957], [1.42950, 1.42827, -1.47330], [3.65178, -2.06435, 0.30178], [4.48686, 2.56360, -3.41766], [3.18501, 3.21103, -2.40590], [2.79228, 2.19460, -3.78604], [5.58224, 0.75218, -2.63528], [5.71813, -1.24452, -1.18019], [4.46815, -2.64233, 0.38441], [2.84883, -2.36972, 0.86538], [-1.18576, 0.94877, -0.10623], [-2.52987, 1.70638, -0.13558], [-3.90894, 0.79941, -0.04544], [-3.92263, -0.56620, -0.61919], [-3.87930, -1.62509, 0.47960], [-5.02538, -1.41658, 1.46790], [-4.93370, -0.01414, 2.07148], [-4.96279, 1.02628, 0.95962], [-2.61817, 2.84343, 1.05507], [-3.27425, 4.14384, 0.93130], [-2.26372, 5.26877, 1.15023], [-1.52750, 5.09234, 2.48333], [-0.90369, 3.69546, 2.58635], [-1.96808, 2.63187, 2.35779], [-2.71379, 2.56323, -1.55507], [-1.54110, 3.26933, -2.09106], [-1.02466, 2.60390, -3.36394], [-2.14376, 2.46632, -4.39712], [-3.33821, 1.72828, -3.79591], [-3.80490, 2.42333, -2.52168], [-3.07573, -0.67911, -1.29121], [-4.84101, -0.67935, -1.21390], [-2.93350, -1.52018, 1.00810], [-3.90114, -2.62718, 0.04496], [-4.99275, -2.17513, 2.24440], [-5.98775, -1.51532, 0.94174], [-3.99675, 0.07794, 2.63351], [-5.76035, 0.17203, 2.76534], [-4.86600, 2.03423, 1.35363], [-5.93685, 0.96618, 0.45155], [-4.06377, 4.22021, 1.69308], [-3.74640, 4.22375, -0.04392], [-2.77849, 6.23296, 1.11950], [-1.54022, 5.25251, 0.32841], [-2.24409, 5.22182, 3.30432], [-0.76404, 5.86571, 2.60131], [-0.42949, 3.55072, 3.55860], [-0.13391, 3.57489, 1.81777], [-2.72885, 2.70118, 3.15076], [-1.54604, 1.63620, 2.39865], [-0.76143, 3.28604, -1.33391], [-1.81678, 4.31252, -2.30670], [-0.64180, 1.61636, -3.09717], [-0.19366, 3.18722, -3.77162], [-1.78060, 1.94948, -5.28758], [-2.46682, 3.46624, -4.71567], [-3.04922, 0.70178, -3.54799], [-4.16302, 1.67837, -4.51283], [-4.62173, 1.88391, -2.05707], [-4.17492, 3.42592, -2.78171]]}

=====

(2)
{"formula": "C20H37O6PS4", "method": "ωB97M-V with the def2-TZVPD basis set", "lumo_ha": -0.04637, "charge": 0, "total_energy_ev": -86239.1896, "multiplicity": 1, "largest_force_ev_per_a": 9.81, "species": ["C", "C", "C", "C", "C", "P", "C", "C", "C", "C", "O", "C", "C", "C", "O", "H", "H", "H", "H", "H", "H", "H", "H", "H", "H", "H", "H", "H", "C", "S", "O", "C", "H", "H", "H", "H", "H", "H", "C", "S", "O", "C", "H", "H", "H", "H", "H", "H", "C", "S", "O", "C", "H", "H", "H", "H", "H", "H", "C", "S", "O", "C", "H", "H", "H", "H", "H", "H"], "positions_angstrom": [[1.00355, 1.07704, -1.76600], [1.93404, 0.14090, -1.23028], [3.34472, -0.66875, -0.85101], [3.37423, -2.20624, -1.44217], [4.20847, -3.24047, -0.70870], [5.19427, -2.88735, 0.88883], [5.04744, -4.49328, 1.93570], [7.06601, -2.67057, 0.57736], [7.70650, -2.09594, 2.01075], [4.22074, -4.76323, -1.32346], [5.21842, -5.64653, -1.23090], [2.83504, -5.28468, -2.09771], [1.98873, -4.27729, -2.80291], [2.54223, -2.71203, -2.79095], [2.26778, -1.91263, -3.83863], [0.28630, 1.78707, -2.40347], [3.44369, -0.61668, 0.32747], [4.30460, -0.11535, -1.28222], [3.90370, -4.72707, 2.02657], [5.58896, -4.38864, 2.99001], [5.57478, -5.42509, 1.40759], [7.35126, -1.87738, -0.23507], [7.63417, -3.69618, 0.35656], [7.82749, -3.00055, 2.75275], [6.84062, -1.41420, 2.46745], [8.68255, -1.46862, 1.85710], [2.53030, -6.41818, -2.08077], [0.99966, -4.63504, -3.31774], [-1.53098, -1.88280, -1.93326], [-1.41145, -3.28099, -0.79129], [-0.70756, -4.39269, -1.51230], [-3.17788, -3.67090, -0.78479], [-0.52493, -1.49677, -2.11612], [-1.97062, -2.20832, -2.87931], [-2.14298, -1.09616, -1.48574], [-3.51707, -3.88760, -1.80070], [-3.73701, -2.82690, -0.37406], [-3.33735, -4.54991, -0.15503], [-3.77219, 4.42355, -1.57154], [-2.82744, 3.32605, -2.65608], [-2.56090, 2.06075, -1.89506], [-1.30547, 4.30355, -2.63429], [-4.76123, 3.98667, -1.41166], [-3.26376, 4.52851, -0.60991], [-3.88259, 5.40116, -2.04663], [-0.94732, 4.41565, -1.60802], [-1.49503, 5.28497, -3.07534], [-0.54908, 3.78204, -3.22639], [-5.23979, 4.62941, 3.00895], [-4.81781, 5.35781, 1.40749], [-3.32497, 5.49910, 1.35612], [-5.50628, 6.99373, 1.75694], [-4.86657, 3.60240, 3.03251], [-4.77418, 5.20168, 3.81515], [-6.32527, 4.62129, 3.13259], [-5.02434, 7.42194, 2.63924], [-6.58321, 6.90973, 1.92068], [-5.32185, 7.63972, 0.89476], [-3.60700, 1.02629, 2.64265], [-2.66225, -0.07121, 1.55811], [-2.39571, -1.33651, 2.31912], [-1.14029, 0.90629, 1.57989], [-4.59604, 0.58941, 2.80253], [-3.09858, 1.13125, 3.60428], [-3.71740, 2.00390, 2.16755], [-0.78213, 1.01839, 2.60617], [-1.32984, 1.88772, 1.13884], [-0.38389, 0.38478, 0.98780]]}

=====

(3)
{"formula": "C20H38Br2F4N4O3P", "method": "ωB97M-V with the def2-TZVPD basis set", "de_lowest_kcal_mol": 74.3, "lumo_ha": -0.16261, "charge": 1, "total_energy_ev": -193692.3515, "multiplicity": 1, "largest_force_ev_per_a": 6.07, "species": ["O", "C", "F", "C", "C", "N", "C", "C", "O", "C", "F", "F", "F", "C", "C", "P", "O", "Br", "N", "Br", "H", "H", "H", "H", "H", "H", "H", "H", "C", "C", "N", "C", "C", "C", "C", "H", "H", "H", "H", "H", "H", "H", "H", "H", "H", "H", "H", "H", "H", "H", "C", "C", "N", "C", "C", "C", "C", "H", "H", "H", "H", "H", "H", "H", "H", "H", "H", "H", "H", "H", "H", "H"], "positions_angstrom": [[-2.92326, 6.56211, -4.75171], [-3.72495, 6.87935, -3.83333], [-4.97733, 7.44727, -4.18652], [-3.27120, 6.55877, -2.33303], [-2.71878, 5.08110, -2.10844], [-1.70184, 4.80647, -1.12261], [-0.99273, 5.69173, -0.15104], [-1.65315, 5.57335, 1.31865], [-1.46221, 4.28361, 1.95062], [-3.24330, 5.85333, 1.33388], [-3.57804, 7.13383, 0.81224], [-3.63408, 5.80600, 2.71856], [-4.00175, 4.79629, 0.71167], [-1.34057, 3.38839, -1.08509], [-2.25555, 2.72577, -2.14351], [-2.26563, 0.84846, -2.50151], [-3.86930, 0.34181, -2.09424], [-1.92798, 0.64183, -4.75808], [-3.04528, 3.81741, -2.71292], [-4.33652, 3.53294, -4.02324], [-2.39069, 7.27532, -2.09908], [-4.17279, 6.76618, -1.63413], [-0.97962, 6.80216, -0.45285], [0.11505, 5.38505, -0.04066], [-1.19599, 6.35237, 2.04152], [-0.55083, 3.95492, 1.77812], [-0.54700, 2.94204, -0.39790], [-4.50758, 0.62604, -2.80457], [4.72196, -0.89944, 0.16842], [3.19990, -0.86346, 0.09529], [2.68222, -0.22476, -1.11013], [1.25148, 0.06275, -1.04219], [0.29268, -1.12202, -0.95131], [3.14730, -0.77062, -2.38248], [2.89125, -2.25186, -2.65520], [5.14644, 0.10246, 0.06149], [5.03672, -1.29494, 1.13754], [5.15269, -1.54480, -0.60135], [2.85516, -0.29753, 0.96892], [2.81423, -1.88366, 0.21173], [0.96620, 0.68297, -1.90022], [1.07927, 0.70325, -0.16654], [0.18971, -1.63370, -1.91011], [-0.70449, -0.76782, -0.67501], [0.59602, -1.85054, -0.19505], [4.22553, -0.59496, -2.45453], [2.72685, -0.18253, -3.20644], [3.12534, -2.88436, -1.79620], [3.52379, -2.58550, -3.48388], [1.85850, -2.43602, -2.95307], [0.17047, -5.82568, 0.30379], [1.10217, -5.17269, 1.31828], [0.42219, -4.28393, 2.25487], [1.33921, -3.44803, 3.02908], [2.29400, -4.14863, 3.99219], [-0.68054, -4.86635, 3.01463], [-0.37961, -6.09054, 3.87766], [-0.40890, -5.07497, -0.24093], [0.75562, -6.39155, -0.42579], [-0.52292, -6.52545, 0.77730], [1.83300, -4.58776, 0.74691], [1.66680, -5.95656, 1.83748], [0.76531, -2.69870, 3.58459], [1.94203, -2.86648, 2.32023], [1.78063, -4.49561, 4.89048], [3.06541, -3.44630, 4.32251], [2.80682, -4.99630, 3.53098], [-1.47439, -5.13624, 2.31019], [-1.13607, -4.09408, 3.64489], [0.23266, -6.83098, 3.35855], [-1.31769, -6.58300, 4.15317], [0.11793, -5.81701, 4.80849]]}